Entry 1:
{
  "formula": "C40H58N2O3SiSr",
  "method": "ωB97M-V/def2-TZVPD",
  "e_homo_ev": -1.3,
  "total_energy_ev": -60261.329,
  "e_above_lowest_ev": 1.345,
  "charge": -2,
  "gap_ev": 5.83,
  "spin_multiplicity": 1,
  "symbols": ["Sr", "O", "C", "C", "C", "C", "C", "C", "C", "N", "C", "C", "N", "C", "C", "C", "C", "C", "C", "C", "O", "H", "H", "H", "H", "H", "H", "H", "H", "H", "H", "H", "H", "H", "H", "C", "C", "C", "C", "C", "C", "C", "C", "C", "C", "C", "C", "O", "H", "H", "H", "H", "H", "H", "H", "H", "H", "H", "H", "H", "H", "H", "H", "H", "H", "C", "C", "C", "C", "Si", "C", "C", "C", "C", "C", "C", "C", "C", "H", "H", "H", "H", "H", "H", "H", "H", "H", "H", "H", "H", "H", "H", "H", "H", "H", "H", "H", "H", "H", "H", "H", "H", "H", "H", "H"],
  "positions_angstrom": [[-0.6980, -0.0418, 0.7331], [-0.5715, -2.0368, -0.8315], [0.3389, -2.8712, -1.1525], [0.1035, -4.2835, -1.1360], [1.0872, -5.1845, -1.4591], [2.3719, -4.7618, -1.8353], [2.6295, -3.4085, -1.8978], [1.6535, -2.4631, -1.5791], [1.8635, -1.0418, -1.6985], [2.8904, -0.4422, -2.1558], [2.8112, 0.9997, -2.1683], [3.5418, 1.6146, -0.9748], [2.9251, 1.2139, 0.2626], [3.6808, 0.7485, 1.1654], [3.3020, 0.3443, 2.5121], [4.3256, 0.3218, 3.4634], [4.1030, 0.0428, 4.7965], [2.7968, -0.2506, 5.1952], [1.7743, -0.2917, 4.2789], [1.9664, -0.0006, 2.8968], [0.9836, -0.0680, 2.0757], [-0.8905, -4.6165, -0.8553], [0.8684, -6.2480, -1.4256], [3.1415, -5.4889, -2.0671], [3.6036, -3.0438, -2.2068], [0.9884, -0.4536, -1.3923], [1.7695, 1.3541, -2.1314], [3.2756, 1.3688, -3.0882], [3.4642, 2.7051, -1.0623], [4.6081, 1.3370, -1.0218], [4.7667, 0.6665, 0.9717], [5.3334, 0.5602, 3.1335], [4.9131, 0.0521, 5.5154], [2.5848, -0.4495, 6.2411], [0.7655, -0.5318, 4.5968], [-1.1376, -2.9311, 2.1409], [-2.6611, -3.0538, 2.2383], [-3.2438, -2.0639, 3.2569], [-3.3384, -2.9453, 0.8811], [-3.9331, -4.0859, 0.3648], [-4.5977, -4.0898, -0.8527], [-4.6674, -2.8949, -1.5544], [-4.0855, -1.7282, -1.0842], [-4.2561, -0.4640, -1.9084], [-2.9238, 0.1469, -2.3567], [-5.0998, 0.5735, -1.1547], [-3.3747, -1.7168, 0.1522], [-2.8164, -0.6311, 0.6021], [-0.6684, -3.0747, 3.1178], [-0.8578, -1.9556, 1.7678], [-0.7398, -3.6709, 1.4476], [-2.8737, -4.0604, 2.6168], [-3.1420, -1.0423, 2.8950], [-2.7280, -2.1541, 4.2182], [-4.3055, -2.2668, 3.4148], [-3.8690, -5.0115, 0.9319], [-5.0530, -4.9943, -1.2393], [-5.1920, -2.8715, -2.5062], [-4.8069, -0.7490, -2.8123], [-2.4005, 0.5593, -1.4949], [-3.0924, 0.9511, -3.0786], [-2.2847, -0.6126, -2.8104], [-4.6279, 0.7931, -0.1976], [-6.1042, 0.1845, -0.9701], [-5.1854, 1.5018, -1.7278], [-2.1455, 2.7217, 3.9659], [-2.7006, 3.2757, 2.6489], [-3.8035, 2.3076, 2.1961], [-3.3857, 4.6178, 2.9491], [-1.2326, 3.2719, 1.2823], [-1.8944, 4.3950, -0.2491], [-0.9809, 4.1259, -1.4537], [-1.9561, 5.9120, -0.0232], [-3.2960, 3.9306, -0.6590], [0.2805, 4.3279, 2.0792], [1.2635, 4.7724, 0.9897], [-0.0967, 5.5578, 2.9164], [1.0827, 3.3748, 2.9687], [-2.9621, 2.5608, 4.6842], [-1.4334, 3.4064, 4.4292], [-1.6409, 1.7635, 3.8032], [-4.5171, 2.1499, 3.0178], [-3.3994, 1.3359, 1.9044], [-4.3619, 2.7033, 1.3465], [-4.2042, 4.4708, 3.6716], [-3.8247, 5.0449, 2.0451], [-2.6958, 5.3484, 3.3737], [0.0296, 4.4968, -1.2879], [-1.3778, 4.6216, -2.3521], [-0.9123, 3.0531, -1.6533], [-0.9627, 6.3365, 0.1260], [-2.5647, 6.1622, 0.8475], [-2.3994, 6.4145, -0.8979], [-3.3372, 2.8419, -0.7482], [-3.5684, 4.3658, -1.6317], [-4.0521, 4.2468, 0.0638], [0.8651, 5.5688, 0.3589], [1.5432, 3.9217, 0.3615], [2.1814, 5.1617, 1.4544], [-0.7045, 6.2723, 2.3582], [0.8136, 6.0805, 3.2500], [-0.6433, 5.2623, 3.8139], [1.4633, 2.5547, 2.3646], [0.4961, 2.9484, 3.7827], [1.9407, 3.8976, 3.4176]]
}

=====

Entry 2:
{
  "formula": "C4H7NO",
  "method": "ωB97M-V/def2-TZVPD",
  "e_homo_ev": -7.8,
  "total_energy_ev": -7795.419,
  "e_above_lowest_ev": 4.226,
  "gap_ev": 8.67,
  "spin_multiplicity": 1,
  "symbols": ["C", "C", "N", "C", "C", "O", "H", "H", "H", "H", "H", "H", "H"],
  "positions_angstrom": [[-0.2636, 1.8797, -0.8568], [-0.1807, 0.5898, -0.1251], [-1.1428, 0.0126, 0.4977], [-0.9625, -1.1875, 1.0621], [1.1013, -1.2717, 0.1369], [1.0785, 0.0763, -0.0742], [0.5634, 2.5265, -0.5461], [-1.2193, 2.3635, -0.6529], [-0.1663, 1.7109, -1.9355], [-1.2343, -1.2757, 2.1125], [-0.4230, -1.9859, 0.5699], [0.8163, -1.8288, -0.7691], [2.0332, -1.6097, 0.5805]]
}

=====

Please write out number 2 again, unchanged.
{
  "formula": "C4H7NO",
  "method": "ωB97M-V/def2-TZVPD",
  "e_homo_ev": -7.8,
  "total_energy_ev": -7795.419,
  "e_above_lowest_ev": 4.226,
  "gap_ev": 8.67,
  "spin_multiplicity": 1,
  "symbols": ["C", "C", "N", "C", "C", "O", "H", "H", "H", "H", "H", "H", "H"],
  "positions_angstrom": [[-0.2636, 1.8797, -0.8568], [-0.1807, 0.5898, -0.1251], [-1.1428, 0.0126, 0.4977], [-0.9625, -1.1875, 1.0621], [1.1013, -1.2717, 0.1369], [1.0785, 0.0763, -0.0742], [0.5634, 2.5265, -0.5461], [-1.2193, 2.3635, -0.6529], [-0.1663, 1.7109, -1.9355], [-1.2343, -1.2757, 2.1125], [-0.4230, -1.9859, 0.5699], [0.8163, -1.8288, -0.7691], [2.0332, -1.6097, 0.5805]]
}